{
  "formula": "C39H34Br3KN10O2",
  "method": "the ωB97M-V functional and the def2-TZVPD basis",
  "symbols": ["C", "Br", "C", "H", "H", "H", "C", "H", "H", "C", "H", "H", "N", "C", "C", "H", "C", "C", "O", "H", "H", "C", "H", "C", "H", "C", "N", "K", "C", "C", "H", "H", "C", "C", "C", "H", "C", "H", "C", "C", "C", "H", "N", "H", "H", "C", "C", "H", "H", "H", "H", "N", "C", "H", "C", "C", "N", "C", "Br", "C", "N", "N", "C", "C", "C", "O", "H", "H", "H", "C", "C", "C", "N", "H", "H", "H", "H", "C", "N", "H", "H", "N", "H", "C", "Br", "C", "C", "C", "C"],
  "positions_angstrom": [[-1.6849, -2.0940, -4.9137], [-2.6429, 3.9124, 1.4032], [1.8114, 1.7073, 5.3951], [0.6491, -4.7293, 2.1458], [3.6032, 0.6142, -4.6592], [0.3964, 4.1415, 1.3955], [-1.6182, -0.7142, -4.9336], [0.2976, -1.6987, 2.2315], [3.8710, 1.2762, 5.4686], [-1.0522, -2.0263, -2.6182], [1.6618, -4.3245, -0.0698], [-2.5656, 0.7598, 2.6539], [1.7501, 0.5604, -1.9334], [-0.0425, -2.6926, 2.5019], [0.8960, -3.7049, 1.8468], [-5.2161, -2.9618, 1.3398], [-1.8173, 1.4755, 4.5629], [-3.6100, -3.9285, 2.4137], [1.8799, -0.2465, 1.7338], [-1.9570, -2.6354, -5.8092], [2.5701, 4.0813, 4.5216], [1.8688, 0.3550, 2.8523], [2.2497, -1.1763, -3.0614], [-1.4915, -2.8361, 2.1322], [-6.1839, 2.8435, -1.9070], [-5.2618, 2.5200, -1.4438], [1.3772, 3.4518, 6.8713], [0.1900, 0.2973, 0.2489], [1.6090, 4.5521, 4.6769], [0.5878, 1.4847, 4.7074], [-0.0749, -3.9998, -0.0528], [-5.1050, 0.6640, -2.5390], [-4.6548, 3.3075, -0.4861], [-4.1626, -2.9708, 1.5777], [-1.6890, 0.9405, 3.2667], [-2.9861, 0.0338, -1.4200], [-0.3688, 4.8818, 5.9973], [1.7556, 5.7571, 2.9184], [-2.2616, -3.8541, 2.6933], [-0.8655, 5.7780, 5.0635], [-3.4896, 0.9575, -1.1698], [-1.8241, 6.2557, 5.2108], [-0.5369, 0.6281, 2.7408], [1.3846, 6.0055, -0.3763], [1.9082, -3.5083, 2.2106], [-0.0967, 6.0717, 3.9512], [3.0189, 0.7544, -3.7713], [-1.8286, -0.1422, -5.8238], [-3.7180, -1.2516, 0.3832], [-5.0716, 4.2516, -0.1712], [-1.7932, -4.5634, 3.3621], [1.0595, 2.7420, -0.0603], [1.3587, 4.9341, -0.4117], [3.9547, 0.1724, 3.2498], [3.0201, 0.5559, 3.6347], [2.0632, 1.8190, -2.1044], [-2.8878, 1.7056, -0.2437], [-1.2593, -0.0851, -3.7487], [-0.7291, 7.3133, 2.6656], [-3.3205, -2.0091, 1.0489], [2.8368, 1.9958, -3.2084], [-0.9856, -0.6954, -2.6269], [0.8911, -3.6516, 0.3290], [-3.4712, 2.8362, 0.0740], [0.8766, 3.9980, 0.4478], [1.0686, -2.3493, -0.2000], [-0.9275, 4.6679, 6.8982], [1.6549, -1.8447, 0.3853], [-2.7977, 1.6630, 4.9799], [0.6060, 0.8513, 3.4436], [2.3449, -0.1109, -2.9673], [-0.6849, 1.7428, 5.2709], [1.8568, 4.2262, -1.4824], [-0.7534, 2.1300, 6.2817], [-0.8051, -2.4920, -1.6764], [0.0473, -2.7760, 3.5873], [-4.2233, -4.7054, 2.8495], [-1.3954, -2.7683, -3.7342], [1.9286, 2.3626, 6.6486], [3.2319, 2.8545, -3.5496], [2.2488, 4.6302, -2.3155], [-2.0149, -1.9372, 1.2934], [-1.4308, -3.8458, -3.6781], [-4.6695, 1.3137, -1.7945], [-1.1372, 1.8177, -3.7437], [0.8453, 4.2437, 5.7918], [1.6468, 2.9096, -1.2184], [1.1472, 5.4838, 3.7681], [2.9679, 1.1716, 4.8778]],
  "forces_ev_per_angstrom": [[0.021, -0.083, 0.058], [0.023, -0.020, 0.018], [0.066, 0.009, 0.097], [-0.009, 0.007, 0.007], [0.062, -0.034, -0.097], [-0.038, 0.076, 0.152], [0.018, 0.051, 0.029], [-0.096, 0.108, 0.050], [0.039, 0.008, -0.013], [0.012, -0.160, -0.007], [-0.049, -0.003, 0.061], [-0.056, -0.030, -0.020], [0.284, 0.172, -0.167], [0.021, -0.038, -0.048], [0.035, -0.123, 0.016], [-0.049, -0.011, -0.008], [-0.061, -0.042, -0.099], [-0.066, 0.018, -0.032], [0.787, -0.298, 0.709], [-0.011, -0.029, -0.030], [-0.007, 0.000, 0.025], [-0.153, 0.095, 0.145], [-0.006, -0.135, -0.022], [0.094, 0.037, 0.063], [-0.027, 0.000, -0.023], [0.018, -0.057, -0.020], [0.039, 0.270, -0.260], [-1.615, -0.280, -1.136], [0.147, 0.089, -0.124], [-0.089, -0.010, 0.053], [0.003, -0.037, 0.029], [-0.028, -0.024, -0.036], [0.054, -0.031, 0.028], [0.007, 0.009, 0.000], [-0.073, 0.084, 0.111], [0.032, -0.041, -0.013], [-0.089, 0.017, -0.050], [0.006, -0.014, -0.073], [0.060, -0.020, 0.027], [0.028, 0.015, -0.027], [-0.038, -0.103, -0.091], [-0.004, 0.003, -0.005], [0.284, -0.028, 0.346], [-0.004, 0.118, 0.034], [0.017, 0.016, -0.002], [0.090, -0.080, 0.048], [0.033, 0.034, -0.043], [-0.005, 0.029, -0.018], [-0.033, 0.034, -0.013], [0.000, 0.022, 0.008], [0.019, -0.034, 0.038], [0.170, 0.353, -0.188], [0.025, 0.061, -0.064], [0.052, -0.015, -0.010], [-0.011, -0.029, 0.071], [-0.085, 0.348, 0.271], [0.089, 0.035, 0.125], [0.034, 0.136, -0.253], [-0.031, 0.018, -0.056], [-0.099, -0.015, -0.186], [-0.001, -0.010, -0.081], [-0.071, 0.136, 0.192], [-0.075, -0.083, -0.108], [-0.090, 0.192, 0.051], [-0.051, 0.017, 0.029], [0.131, 0.103, 0.005], [-0.024, -0.013, 0.040], [0.133, 0.027, 0.130], [-0.015, 0.001, 0.002], [0.151, -0.081, -0.106], [-0.055, -0.027, 0.005], [0.039, 0.103, 0.121], [-0.013, 0.088, -0.006], [0.014, -0.015, -0.086], [0.014, -0.061, 0.111], [0.027, -0.020, 0.027], [-0.023, -0.031, 0.019], [-0.006, 0.043, -0.044], [-0.098, -0.319, 0.100], [-0.011, -0.071, 0.031], [-0.043, -0.031, 0.073], [0.063, -0.014, 0.034], [-0.011, -0.052, -0.004], [-0.005, 0.049, 0.031], [-0.006, 0.018, 0.029], [-0.139, -0.079, 0.482], [0.207, -0.325, -0.253], [-0.072, 0.100, -0.134], [0.194, -0.097, -0.072]],
  "mulliken_charge": [-0.3674, -0.0402, -0.1761, 0.4875, 0.4494, 0.9206, -0.7557, -1.0997, 0.3989, -0.1619, 0.3264, 0.5854, 0.5514, 0.9497, -1.0648, 0.4798, -1.3550, -0.5731, -0.7424, 0.4003, 0.4057, 0.3121, 0.4905, 0.1845, 0.3926, -0.3870, -0.5272, 1.6939, -0.3434, 0.9232, 0.3823, 0.4642, -0.6808, -0.8406, -0.7802, 0.9850, -0.4038, 0.5204, -0.9319, -0.4886, -0.4555, 0.4443, 0.5981, 0.4912, 0.3816, -0.0408, -0.9399, 0.4759, 0.1402, 0.4517, 0.5091, 0.4653, -1.1835, 0.4689, -1.0043, -0.6874, 0.2427, 0.2747, -0.1605, -0.1231, -0.0829, 0.3927, -0.7162, 0.2587, -0.7290, -0.3785, 0.3875, 0.2109, 0.4182, -0.0387, -0.5164, -0.5523, -0.0767, 0.6983, 0.2215, 0.6838, 0.4055, -0.8123, -0.4771, 0.1747, 0.1887, 0.6106, 0.4789, -1.2246, -0.1334, 0.3829, 0.0649, -0.3557, -0.4171],
  "charge": 0,
  "orbital_gap_ha": 0.2258,
  "energy_ev": -286444.42396,
  "e_above_lowest_ev": 0.205,
  "e_homo_ev": -6.14
}